Record 1
This record from the OMol25 dataset describes a structure of composition C32H54BCl2F2IN3O14P2 at a distorted geometry. The level of theory is ωB97M-V with the def2-TZVPD basis set.

Its gap between HOMO and LUMO is 6.278 eV. The value obtained for the total energy is -125011.529 eV. The value obtained for the HOMO energy is -10.86 eV. The max |F| is 9.13 eV Å⁻¹. The charge is +1.

Cartesian coordinates (Å):
1 C -1.4897 -8.4603 3.5394
2 B -1.1922 -6.8798 3.9359
3 O -0.6276 -6.6592 5.2387
4 C -1.6212 -5.7645 2.8242
5 C -0.4526 -4.6456 2.7931
6 N 0.7866 -5.0499 2.0819
7 C -0.9859 -3.1261 2.4511
8 I 0.8539 -1.9902 3.0315
9 N -1.1319 -2.8139 1.0226
10 C -0.1189 -2.0000 0.3570
11 O -0.1989 -0.7597 0.1093
12 F 1.0597 -2.5561 -0.2980
13 C -1.5545 -3.8438 0.0909
14 O -0.9782 -4.8701 -0.3080
15 F -2.8189 -3.5941 -0.5815
16 N -2.1906 -2.7409 3.3151
17 C -2.6182 -1.3112 3.1753
18 C -3.3793 -0.7669 1.9080
19 O -2.9627 -0.1098 0.9357
20 Cl -5.2285 -1.0279 1.8699
21 C -2.0913 -2.9862 4.7909
22 C -1.3554 -1.9788 5.7736
23 C -1.8989 -0.5553 6.2366
24 C -1.1908 0.4091 7.2197
25 C 0.1764 0.0371 7.8691
26 C 0.7432 -1.3674 7.5063
27 C 0.0122 -2.3534 6.4983
28 C 0.7763 -3.7584 6.3227
29 C -3.3476 -3.6298 2.8483
30 C -3.1281 -5.2074 2.8938
31 O -3.7297 -5.7086 1.6242
32 C -4.1252 -5.9956 3.9329
33 C -4.0907 -5.5133 5.4389
34 O -3.2856 -5.8344 6.3436
35 Cl -5.4493 -4.3606 5.9914
36 H -0.7715 -9.1001 4.1816
37 H -2.5510 -8.7153 3.9025
38 H -1.3308 -8.6513 2.4176
39 H 0.3191 -6.9155 5.3036
40 H -1.4599 -6.3233 1.8129
41 H -0.0732 -4.5637 3.8909
42 H 1.6073 -5.0534 2.7234
43 H 1.0165 -4.4764 1.2647
44 H -3.3917 -1.1512 4.0325
45 H -1.7769 -0.5513 3.4316
46 H -3.1851 -2.9660 5.2008
47 H -1.7621 -4.0563 5.1065
48 H -2.9136 -0.1689 5.8291
49 H -1.6448 1.4415 7.4790
50 H 0.7834 0.7058 8.5807
51 H 1.7402 -1.6691 8.0133
52 H 0.0103 -4.5774 6.5609
53 H 1.6057 -3.8700 7.1296
54 H 1.3122 -3.8769 5.3184
55 H -4.3260 -3.4022 3.4341
56 H -3.6596 -3.3887 1.7528
57 H -3.7539 -6.6913 1.6642
58 H -4.0958 -7.1462 3.7776
59 H -5.1825 -5.7153 3.5305
60 O 3.1316 1.9134 -5.8496
61 P 2.5754 0.7391 -5.0331
62 O 2.8558 -0.4313 -6.1692
63 C 4.1861 -0.8868 -6.3621
64 C 4.5773 -1.8796 -5.2852
65 O 0.9928 1.0409 -5.4514
66 C 0.5229 2.3833 -5.5409
67 C 0.3262 2.7538 -6.9977
68 O 1.9908 -0.5174 -4.0243
69 C 0.8564 -0.3125 -3.1871
70 C -0.3170 -1.0909 -3.7506
71 H 4.8799 -0.0422 -6.3909
72 H 4.2185 -1.3772 -7.3390
73 H 4.6327 -1.3889 -4.3090
74 H 5.5501 -2.3259 -5.5039
75 H 3.8323 -2.6759 -5.2025
76 H 1.1980 3.0787 -5.0372
77 H -0.4375 2.4336 -5.0176
78 H 1.2516 2.6384 -7.5665
79 H -0.0178 3.7864 -7.0952
80 H -0.4113 2.0926 -7.4612
81 H 0.6287 0.7477 -3.0676
82 H 1.1077 -0.7037 -2.1948
83 H -0.5782 -0.7525 -4.7546
84 H -1.1975 -0.9885 -3.1108
85 H -0.0658 -2.1519 -3.8397
86 O -0.0839 6.9315 -3.7035
87 P 1.1258 7.8086 -4.0536
88 O 2.2860 6.6933 -3.6674
89 C 2.5120 5.6119 -4.5588
90 C 3.3651 6.0510 -5.7319
91 O 1.1251 8.6030 -2.5902
92 C -0.1077 8.9676 -1.9765
93 C -0.3640 8.0692 -0.7825
94 O 2.4112 8.8374 -4.5278
95 C 2.3657 10.2361 -4.2577
96 C 3.3645 10.5573 -3.1627
97 H 1.5621 5.1901 -4.8981
98 H 3.0388 4.8358 -3.9960
99 H 2.8232 6.7667 -6.3572
100 H 3.6454 5.1945 -6.3494
101 H 4.2738 6.5510 -5.3852
102 H -0.9359 8.9345 -2.6888
103 H -0.0154 10.0056 -1.6405
104 H -0.3837 7.0165 -1.0732
105 H -1.3141 8.3176 -0.3032
106 H 0.4389 8.1766 -0.0475
107 H 1.3570 10.5664 -4.0056
108 H 2.6565 10.7561 -5.1778
109 H 3.1276 10.0310 -2.2364
110 H 3.3856 11.6300 -2.9555
111 H 4.3680 10.2333 -3.4522

Atomic forces in eV per Å
C 0.7650 0.5031 0.6178
B -0.1376 -2.1155 0.7933
O 0.3344 0.7016 -2.2838
C 1.3885 0.7740 -0.7001
C -0.0670 0.3406 2.1804
N -0.4525 0.3281 0.5556
C 3.4329 -1.0482 0.5619
I -0.8109 0.2546 0.2187
N 0.3605 -0.6492 -1.3976
C 1.6845 7.0374 -3.1414
O -0.4207 -6.6477 1.9170
F -3.1659 -0.4403 2.1321
C -0.5516 -4.6449 -3.8273
O -2.0397 4.9221 2.5360
F 2.9571 0.3451 2.3779
N -0.9747 -0.4024 -1.5206
C -1.2192 2.9752 1.4126
C 0.2864 2.0387 -4.6229
O -1.0122 -3.0190 4.9577
Cl 1.6683 -0.0834 0.6163
C -0.5245 -0.5870 4.8009
C 3.2505 2.9530 3.2195
C 1.7925 -0.5550 0.8167
C 1.7431 -2.5945 -0.5481
C -1.7474 -3.3116 -2.7999
C -2.9566 1.5064 -1.1839
C -0.2148 2.2077 0.7488
C -0.3654 0.4766 1.0981
C -2.5946 -1.0902 -1.2761
C -0.3014 -2.4890 -0.9672
O 0.3306 0.7611 0.8877
C -1.5599 1.2120 -0.3244
C 2.5347 -1.6094 3.5876
O -3.2645 1.2845 -4.5462
Cl 1.0244 -0.8284 -0.9982
H -1.2224 0.7494 -1.1967
H 1.4454 0.1735 -0.7364
H -0.4895 0.0268 1.7265
H -1.0274 -0.1370 0.1104
H -0.7331 1.0604 1.7076
H -1.1170 0.0992 -1.7413
H -1.0600 0.2240 -0.7787
H -0.2001 -0.5575 0.2185
H 1.3076 -0.4097 -1.6152
H -1.0611 -1.7182 -0.7063
H 1.7578 0.0732 -1.1591
H -0.1877 1.7729 -1.2341
H 1.8951 -0.7828 0.7872
H 0.6459 -2.1041 -0.6541
H -1.3359 -1.0587 -1.2985
H -1.9637 0.3045 -1.1504
H 1.2248 0.9128 -0.7655
H -1.5072 0.4420 -1.3378
H -1.0560 0.1146 1.3013
H 1.9806 -0.0098 -0.7007
H 0.9980 -0.2886 1.7719
H 0.1474 0.9302 -0.0288
H 0.5315 2.0244 0.7697
H 1.8473 -0.3508 0.8012
O 1.9736 -0.1417 4.0549
P -5.1636 -2.1704 -7.2127
O 0.6535 0.1093 0.9575
C 0.2413 -0.3359 -0.1680
C 0.0570 -0.0817 0.1584
O 0.3113 0.0884 1.4431
C -0.2500 0.2805 -0.3963
C 0.0367 -0.0123 -0.1892
O 2.2377 2.0958 0.7004
C -0.2245 -0.0982 0.8118
C -0.0406 -0.1264 -0.3624
H -0.0070 0.0319 -0.0498
H -0.1331 0.1438 0.0526
H 0.0663 -0.0381 -0.0108
H -0.0312 0.0470 0.0267
H 0.0848 0.0908 -0.0928
H 0.0010 -0.1305 -0.1572
H 0.0375 -0.1264 0.0349
H 0.0266 0.0777 0.1804
H -0.0186 -0.0513 0.0211
H -0.0122 0.0916 0.1082
H -0.0932 -0.0628 -0.1125
H 0.0621 0.1196 -0.1297
H 0.0615 0.1250 0.1466
H 0.0943 0.0261 0.0562
H 0.0233 0.0612 0.1519
O -0.3964 1.5855 -4.1625
P 3.5276 -1.8760 8.0907
O -0.3016 0.2342 -1.0251
C 0.3634 -0.2619 -0.1516
C 0.0602 0.0194 -0.1940
O -0.3024 0.8548 -1.0719
C -0.1588 -0.1040 0.4046
C 0.0216 -0.1681 0.1316
O -2.6004 -0.9268 -1.6881
C 0.1229 0.8234 -0.3935
C 0.1489 -0.2647 0.2918
H -0.0383 0.0210 0.0335
H -0.1056 0.1164 0.0701
H 0.0259 -0.0483 -0.0353
H -0.0531 0.0231 0.0322
H -0.1086 -0.1114 0.0198
H 0.0829 -0.1474 0.0927
H 0.1249 -0.0141 -0.0588
H -0.0914 0.1248 -0.1421
H 0.0518 0.0187 -0.0102
H -0.0820 0.1019 -0.0534
H 0.0771 -0.0428 0.1264
H -0.0907 -0.1142 0.0557
H -0.1536 0.0636 -0.1262
H -0.0202 -0.0507 -0.1351
H -0.0911 0.1334 -0.1144

Record 2
This record from the OMol25 dataset describes a cluster of 2 separate species, C32H54N3O5 in total at a distorted geometry. The level of theory is ωB97M-V with the def2-TZVPD basis set.

Its gap between HOMO and LUMO is 8.192 eV. The value obtained for the total energy is -48754.687 eV. The value obtained for the HOMO energy is -11.16 eV. The max |F| is 3.54 eV Å⁻¹. The charge is +1.

Cartesian coordinates (Å):
1 C 1.8999 -3.4768 -0.8236
2 C 1.1141 -2.4891 0.1647
3 C 1.4252 -1.0391 -0.3254
4 C 2.9003 -0.6544 0.0875
5 N 2.9537 0.8156 0.2412
6 C 2.1058 1.3166 1.3681
7 C 2.2168 2.8742 1.4374
8 C 2.0199 3.7091 0.1508
9 C 2.7689 3.6462 -1.0931
10 C 2.5635 4.4950 -2.2544
11 C 1.5499 5.5370 -2.1833
12 C 1.2697 6.5296 -3.3479
13 C 0.7661 5.6699 -0.9590
14 C 1.0098 4.7931 0.1784
15 C 2.9315 0.7846 2.6575
16 C 2.6854 1.6328 3.9700
17 C 4.5262 0.8712 2.4438
18 C 5.1578 0.3270 3.8274
19 C 0.5738 0.7330 1.3076
20 C 0.2319 -0.2312 2.5129
21 C -1.2518 -0.7190 2.6390
22 C -1.8991 -0.4218 4.0666
23 O -1.2814 -2.1640 2.4764
24 C -0.5078 1.9097 1.4308
25 C -1.1470 2.4359 0.2038
26 C -2.1477 3.4634 0.4378
27 C -2.3649 3.8212 1.8200
28 N -1.7708 3.3899 2.9482
29 C -0.8278 2.4206 2.7647
30 N 0.4308 0.0462 -0.0126
31 O -0.8204 -0.4734 -0.2837
32 H 3.0032 -3.3525 -0.7043
33 H 1.5438 -3.3732 -1.8809
34 H 1.6431 -4.5136 -0.4766
35 H 0.0526 -2.8213 0.1328
36 H 1.5362 -2.7301 1.1800
37 H 1.4327 -1.1007 -1.4557
38 H 3.5573 -0.8911 -0.7982
39 H 3.3251 -1.2398 0.9340
40 H 2.6588 1.1838 -0.6653
41 H 3.2672 3.1231 1.7721
42 H 1.5965 3.3621 2.2367
43 H 3.5814 2.8762 -1.1701
44 H 3.1731 4.3929 -3.1855
45 H 0.2110 6.5508 -3.6954
46 H 1.9846 6.2995 -4.1835
47 H 1.5539 7.5547 -2.9777
48 H -0.0486 6.4221 -0.8160
49 H 0.4081 4.9403 1.1127
50 H 2.8159 -0.3246 2.8109
51 H 2.6578 0.9045 4.8289
52 H 1.7113 2.1778 4.0020
53 H 3.4732 2.4145 4.1490
54 H 4.9023 0.1531 1.6820
55 H 4.8954 1.9171 2.3457
56 H 4.4869 -0.5019 4.1616
57 H 5.2974 1.1352 4.5812
58 H 6.1804 -0.0728 3.5772
59 H 0.8700 -1.1613 2.5027
60 H 0.4807 0.2186 3.5124
61 H -1.9694 -0.2907 1.8925
62 H -1.1309 -0.3362 4.8757
63 H -2.7044 -1.1662 4.3072
64 H -2.4183 0.5791 4.0125
65 H -2.2191 -2.3930 2.6128
66 H -0.9175 2.0587 -0.8134
67 H -2.7157 3.9065 -0.4107
68 H -3.1654 4.5902 1.9871
69 H -0.3533 2.0586 3.7028
70 H 0.5859 0.7522 -0.7563
71 H -0.9410 -0.6573 -1.2370
72 C -4.3652 -1.1592 -1.7209
73 O -3.7244 -2.3000 -2.2551
74 C -3.2407 -3.1638 -1.2348
75 C -2.8471 -4.5106 -1.8198
76 O -3.9554 -5.3825 -1.9935
77 C -4.7920 -5.0999 -3.1150
78 C -4.1812 -5.5434 -4.4326
79 O -3.2665 -4.5626 -4.9082
80 C -2.4501 -5.0623 -5.9483
81 H -3.6778 -0.5904 -1.0819
82 H -4.6805 -0.5273 -2.5508
83 H -5.2529 -1.4513 -1.1510
84 H -4.0118 -3.3076 -0.4695
85 H -2.3558 -2.6902 -0.7846
86 H -2.1959 -5.0130 -1.0991
87 H -2.2802 -4.4007 -2.7471
88 H -5.0838 -4.0486 -3.1362
89 H -5.6995 -5.6853 -2.9501
90 H -4.9740 -5.6560 -5.1825
91 H -3.6669 -6.5018 -4.2976
92 H -1.8216 -5.8802 -5.5797
93 H -1.8018 -4.2550 -6.2887
94 H -3.0599 -5.4062 -6.7901

Atomic forces in eV per Å
C -0.6253 -0.0997 0.9388
C 0.5746 -1.1199 -0.6762
C 1.6948 -2.2916 -0.2886
C -0.1167 0.6753 -1.3057
N -0.9242 -0.3707 0.0652
C 1.5193 -0.5632 0.6373
C 0.9774 1.1922 -0.4193
C -1.5154 2.3788 -1.9084
C -0.0889 -0.2599 0.0677
C -1.5688 0.8417 1.7367
C -0.4346 -0.6603 0.9463
C 1.2412 -0.0573 0.5244
C 1.2990 -1.7727 0.7981
C 0.9282 -0.3995 -1.3216
C 1.3035 0.8091 -0.2228
C -0.7591 -0.6868 0.4416
C -0.2275 -0.7563 1.9833
C 0.3360 0.0561 -1.4437
C -1.1322 1.4589 2.6336
C 0.1046 -1.2001 0.2352
C -1.3041 -0.4857 1.0517
C -0.0164 1.1326 -0.6924
O -0.1507 0.6661 -0.2527
C -0.1511 0.1109 -1.0267
C -0.7596 0.9308 3.3307
C 1.7372 -1.8411 1.0118
C -1.2181 1.1162 -1.0822
N 0.9876 -1.2012 -1.8675
C -0.5988 0.2941 -2.0160
N 1.0250 -0.0952 -1.6578
O -1.6863 -0.0600 0.7135
H -0.8593 -0.0633 -0.4361
H 0.5293 0.0056 0.8626
H 0.3435 0.8905 -0.4558
H 0.6535 0.7237 0.1851
H -0.6482 0.6634 -0.8383
H -0.3252 0.3031 1.0971
H -0.6349 0.1285 0.9419
H -0.6957 0.6373 -0.3651
H 0.2056 0.3715 0.3489
H -0.9550 -0.6202 -0.3647
H 0.3178 -0.8741 -0.8940
H -0.7263 0.9161 0.0734
H -0.5530 -0.0245 1.0881
H 0.8527 -0.1771 0.2922
H -0.9356 0.2132 0.5682
H -0.4433 -0.8852 -0.4302
H 0.9643 -0.5864 -0.4905
H 0.5891 -0.1542 -0.9954
H -0.4960 1.2313 0.0678
H 0.2214 0.9883 -0.6332
H 0.6890 -0.5404 -0.1616
H -0.6888 -0.9279 -0.2563
H -0.3708 1.0194 0.1843
H -0.3472 -0.8164 -0.5745
H 0.8441 0.6115 0.2200
H -0.3652 -0.8209 -0.4276
H -1.0291 0.2498 0.4570
H -0.6930 0.9033 -0.2109
H 0.0490 0.0195 -1.3773
H 0.9740 -0.0645 0.3880
H -0.6930 -0.4501 -0.5677
H 0.9638 0.5529 -0.1337
H 0.5251 -0.9202 0.1571
H 0.6469 -0.1634 -0.1060
H -0.2033 0.4398 0.8468
H 0.4741 -0.2748 1.0263
H 0.8543 -0.7590 -0.0757
H -0.3302 0.2166 -1.0634
H 0.1969 0.0938 0.7814
H 0.5612 0.1492 0.2452
C 0.0267 -0.1985 -0.2217
O -0.0277 0.0735 0.0660
C 0.0988 0.0874 -0.5387
C -0.1834 -0.1872 0.2330
O 0.1053 0.2666 -0.0775
C 0.0078 -0.3489 -0.0096
C -0.0262 0.5121 -0.1116
O 0.1743 -0.0457 0.1437
C -0.0944 0.1213 0.1208
H -0.0693 0.0578 0.1461
H 0.0607 -0.0683 -0.0018
H 0.0483 0.1027 0.1364
H 0.0758 -0.0401 0.0794
H 0.0149 -0.0749 0.2773
H -0.0749 0.0035 0.0453
H -0.0978 0.2117 -0.0486
H 0.1463 0.0274 -0.1532
H 0.0895 -0.0398 0.0316
H -0.0540 -0.1882 0.0429
H -0.0825 -0.0444 0.0350
H -0.0338 -0.1039 -0.1137
H -0.0912 0.0150 0.0351
H 0.0740 -0.0864 -0.0240